C19H33AsO3OsTe as an isolated structure at a distorted geometry, computed with ωB97M-V/def2-TZVPD.

Atoms and positions in Å:
Os: -0.20 1.23 -0.54
C: 1.42 -2.04 1.53
C: 1.42 -0.55 1.27
C: 2.74 0.12 1.60
O: 1.17 -0.33 -0.19
C: 0.31 0.14 2.04
O: 0.15 -0.04 3.20
O: -0.49 0.98 1.34
H: 2.27 -2.51 1.05
H: 0.49 -2.50 1.18
H: 1.48 -2.21 2.60
H: 3.53 -0.28 0.96
H: 2.99 -0.10 2.64
H: 2.69 1.20 1.49
H: 1.01 -1.18 -0.63
C: -2.10 -2.39 -1.04
C: -3.03 -1.34 -0.48
As: -2.56 0.46 -1.03
C: -4.05 1.57 -0.48
C: -3.90 2.07 0.95
C: -2.27 0.49 -2.95
C: -0.74 0.52 -3.12
H: -2.41 -3.38 -0.71
H: -1.07 -2.25 -0.70
H: -2.09 -2.40 -2.14
H: -3.03 -1.33 0.61
H: -4.06 -1.49 -0.81
H: -4.93 0.93 -0.58
H: -4.17 2.37 -1.21
H: -3.86 1.24 1.66
H: -4.77 2.68 1.22
H: -3.01 2.68 1.11
H: -2.75 1.37 -3.37
H: -2.68 -0.39 -3.45
H: -0.25 1.37 -2.53
H: -0.42 0.78 -4.12
H: -0.29 -0.44 -2.86
C: -0.62 8.36 0.61
C: -0.03 7.04 0.21
C: 1.34 6.86 0.12
C: 1.91 5.65 -0.26
C: 3.40 5.51 -0.31
C: 1.05 4.58 -0.53
Te: 1.86 2.78 -1.15
C: -0.35 4.73 -0.44
C: -1.28 3.62 -0.76
C: -0.87 5.95 -0.08
H: 0.14 9.13 0.70
H: -1.12 8.26 1.58
H: -1.37 8.68 -0.11
H: 1.99 7.70 0.34
H: 3.88 6.48 -0.42
H: 3.73 4.89 -1.15
H: 3.78 5.06 0.61
H: -1.22 3.31 -1.80
H: -2.32 3.87 -0.55
H: -1.10 2.74 0.00
H: -1.94 6.09 -0.02

Values from the calculation:
* relative energy (zero: lowest compared OMol25 entry of this formula, charge and spin): 25.13 kcal/mol
* charge: +2
* HOMO energy (spin up / spin down): -14.0 / -14.0 eV



One molecule with the formula C2H4FNOS at a distorted geometry, computed with ωB97M-V/def2-TZVPD.

Atoms and positions in Å:
C: 0.08 -0.78 0.50
C: -0.26 1.06 -1.13
N: 0.47 0.37 -0.08
O: -0.14 -2.62 2.26
F: 0.92 1.30 0.88
S: 0.52 -1.28 2.07
H: -0.30 -1.58 -0.29
H: -1.02 1.80 -0.65
H: 0.48 1.35 -1.76
H: -0.75 0.38 -1.80

Values from the calculation:
* 2S+1: 3
* relative energy (zero: lowest compared OMol25 entry of this formula, charge and spin): 35.13 kcal/mol
* HOMO energy (spin up / spin down): -6.5 / -10.4 eV
* expectation value of S²: 2.009



One molecule with the formula C2H3N3O at a distorted geometry, computed with ωB97M-V/def2-TZVPD.

Atoms and positions in Å:
C: 1.17 -0.08 0.00
C: -0.12 0.04 -0.24
N: -0.95 1.05 -0.09
N: -2.12 0.58 0.04
O: -2.07 -0.70 -0.06
N: -0.72 -1.08 -0.06
H: 1.91 -0.13 -0.82
H: 1.28 -0.58 0.94
H: 1.62 0.91 0.29

Values from the calculation:
* relative energy (zero: lowest compared OMol25 entry of this formula, charge and spin): 104.74 kcal/mol
* structure (SMILES): Cc1nnon1
* HOMO energy: -11.5 eV



C26H31ClHfN2O3Si as an isolated structure at a distorted geometry, computed with ωB97M-V/def2-TZVPD.

Atoms and positions in Å:
Hf: 1.11 0.69 -0.61
C: 3.96 0.99 -3.33
C: 3.50 2.19 -2.55
C: 3.96 3.49 -2.79
C: 3.58 4.49 -1.86
C: 2.78 4.26 -0.79
C: 2.28 2.98 -0.75
N: 2.58 1.96 -1.61
N: 1.38 2.57 0.23
Si: 0.32 3.62 1.19
C: -0.40 5.03 0.17
C: -0.91 2.37 1.63
C: 1.22 4.25 2.68
H: 3.13 0.28 -3.29
H: 4.68 0.39 -2.82
H: 4.29 1.12 -4.35
H: 4.66 3.69 -3.52
H: 3.95 5.52 -1.96
H: 2.47 5.00 -0.06
H: -0.11 6.03 0.48
H: -1.46 5.01 0.15
H: -0.07 5.07 -0.87
H: -1.32 1.99 0.68
H: -1.76 2.79 2.17
H: -0.54 1.56 2.23
H: 2.19 4.73 2.52
H: 1.55 3.39 3.32
H: 0.54 4.99 3.13
Cl: -4.96 -2.30 -3.79
C: -3.70 -1.40 -3.00
C: -3.98 -0.33 -2.14
C: -3.02 0.38 -1.52
C: -1.68 0.05 -1.66
O: -0.74 0.77 -1.09
C: -1.36 -1.05 -2.50
C: -0.01 -1.35 -2.80
O: 1.00 -0.80 -2.28
C: -2.41 -1.78 -3.13
H: -5.00 0.07 -2.20
H: -3.31 1.24 -0.89
H: 0.20 -2.13 -3.53
H: -2.11 -2.63 -3.72
C: -1.83 -6.33 2.16
C: -1.28 -4.97 2.05
C: -2.09 -3.89 2.33
C: -1.70 -2.60 2.28
C: -2.65 -1.48 2.64
C: -0.27 -2.41 1.86
C: 0.07 -1.14 1.54
O: 1.11 -0.78 0.87
C: 0.56 -3.54 1.64
C: 2.04 -3.41 1.48
C: 0.03 -4.83 1.63
H: -2.78 -6.34 1.60
H: -2.15 -6.65 3.10
H: -1.21 -7.02 1.64
H: -3.13 -4.02 2.64
H: -3.74 -1.83 2.75
H: -2.56 -0.77 1.82
H: -2.17 -0.95 3.51
H: -0.69 -0.36 1.70
H: 2.56 -2.65 2.11
H: 2.26 -3.12 0.42
H: 2.49 -4.42 1.63
H: 0.64 -5.70 1.46

Values from the calculation:
* relative energy (zero: lowest compared OMol25 entry of this formula, charge and spin): 24.33 kcal/mol
* charge: +2
* HOMO energy: -14.0 eV



C55H58BClF12N3O4ScTe as an isolated structure at a distorted geometry, computed with ωB97M-V/def2-TZVPD.

Atoms and positions in Å:
Sc: -0.32 -0.74 -0.30
C: -5.99 -0.95 -4.76
C: -4.88 -1.10 -3.74
C: -5.17 -1.25 -2.39
C: -4.17 -1.55 -1.49
C: -2.83 -1.64 -1.89
N: -1.86 -2.22 -1.07
C: -1.90 -3.58 -1.01
C: -2.96 -4.33 -1.61
C: -3.12 -5.68 -1.44
C: -2.23 -6.42 -0.67
C: -2.41 -7.89 -0.41
C: -1.11 -5.74 -0.22
C: -0.89 -4.38 -0.40
C: 0.47 -3.80 0.05
O: 0.70 -2.48 -0.11
C: 0.66 -4.22 1.57
F: 1.13 -5.50 1.73
F: -0.50 -4.18 2.25
F: 1.52 -3.44 2.23
C: 1.67 -4.51 -0.72
F: 1.88 -3.93 -1.90
F: 1.53 -5.83 -0.97
F: 2.82 -4.38 -0.01
C: -2.52 -1.20 -3.19
C: -3.55 -1.07 -4.12
C: -1.05 -0.80 -3.47
O: -0.44 -0.26 -2.36
C: -0.27 -2.05 -4.00
F: 1.00 -1.77 -4.34
F: -0.88 -2.56 -5.11
F: -0.23 -3.03 -3.12
C: -0.94 0.30 -4.67
F: -0.18 1.33 -4.28
F: -0.38 -0.17 -5.81
F: -2.10 0.86 -5.08
H: -6.64 -1.83 -4.76
H: -5.57 -0.83 -5.76
H: -6.61 -0.08 -4.54
H: -6.21 -1.18 -2.05
H: -4.39 -1.77 -0.45
H: -3.67 -3.80 -2.24
H: -3.96 -6.19 -1.92
H: -3.45 -8.19 -0.54
H: -2.11 -8.15 0.61
H: -1.80 -8.51 -1.09
H: -0.36 -6.33 0.30
H: -3.31 -0.94 -5.17
Cl: -2.64 1.02 6.80
C: -2.11 0.34 5.27
C: -1.10 -0.64 5.27
C: -0.65 -1.16 4.08
C: -1.17 -0.72 2.82
O: -0.77 -1.21 1.73
C: -2.21 0.26 2.87
C: -2.83 0.68 1.65
O: -2.50 0.39 0.51
C: -2.66 0.77 4.10
H: -0.70 -1.00 6.21
H: 0.12 -1.92 4.05
H: -3.73 1.32 1.78
H: -3.45 1.52 4.11
C: -1.89 3.82 -3.07
Te: -2.54 2.06 -2.00
C: -4.54 2.85 -1.80
H: -2.24 4.73 -2.57
H: -2.24 3.81 -4.10
H: -0.80 3.81 -3.06
H: -5.09 2.72 -2.74
H: -5.04 2.26 -1.03
H: -4.55 3.90 -1.52
C: 3.17 3.13 4.71
C: 2.23 2.06 4.13
C: 2.09 0.90 5.12
C: 0.90 2.68 3.75
C: 0.07 3.13 4.78
C: -1.14 3.74 4.51
C: -1.50 3.98 3.20
C: -0.69 3.58 2.14
C: -0.99 4.05 0.73
C: -2.43 4.50 0.53
C: -0.05 5.21 0.36
C: 0.49 2.86 2.41
N: 1.34 2.41 1.35
B: 1.32 1.20 0.47
N: 2.74 1.23 0.01
C: 3.42 2.35 0.49
C: 2.60 3.05 1.28
C: 3.49 0.22 -0.68
C: 4.05 -0.84 0.05
C: 4.72 -1.85 -0.65
C: 4.90 -1.79 -2.01
C: 4.44 -0.69 -2.71
C: 3.74 0.33 -2.06
C: 3.32 1.55 -2.87
C: 4.42 2.62 -2.82
C: 3.04 1.22 -4.33
C: 4.04 -0.99 1.57
C: 2.66 -0.95 2.22
C: 4.98 0.02 2.25
H: 4.14 2.67 4.97
H: 2.75 3.57 5.62
H: 3.36 3.93 4.00
H: 2.70 1.67 3.24
H: 1.72 1.24 6.09
H: 3.07 0.44 5.28
H: 1.40 0.15 4.73
H: 0.38 2.98 5.81
H: -1.78 4.05 5.33
H: -2.43 4.50 2.99
H: -0.79 3.22 0.05
H: -2.58 4.76 -0.51
H: -2.67 5.38 1.14
H: -3.13 3.70 0.78
H: -0.25 6.08 1.00
H: -0.21 5.50 -0.68
H: 1.00 4.92 0.47
H: 4.44 2.56 0.23
H: 2.79 3.98 1.80
H: 5.11 -2.69 -0.09
H: 5.40 -2.60 -2.54
H: 4.60 -0.63 -3.78
H: 2.41 1.95 -2.42
H: 5.36 2.20 -3.20
H: 4.59 2.99 -1.81
H: 4.14 3.47 -3.44
H: 3.98 1.09 -4.89
H: 2.49 2.03 -4.80
H: 2.46 0.31 -4.43
H: 4.45 -1.98 1.77
H: 2.33 0.07 2.42
H: 2.67 -1.50 3.17
H: 1.92 -1.40 1.58
H: 4.65 1.04 2.08
H: 6.01 -0.08 1.86
H: 5.00 -0.16 3.33

Values from the calculation:
* relative energy (zero: lowest compared OMol25 entry of this formula, charge and spin): 18.20 kcal/mol
* charge: -2
* HOMO energy: -1.8 eV